## a
32
Properties=species:S:1:pos:R:3 method="wB97M-V/def2-TZVPD" spin_multiplicity=1 gap_ha=0.332
C -2.562 -0.931 -1.457
C -2.562 1.311 0.725
C 0.568 1.139 1.893
C 1.252 -1.917 -1.056
C 2.476 -1.361 1.037
C -1.550 0.261 -1.149
C -1.404 0.654 0.250
C -0.114 1.546 0.618
N 2.158 -0.954 -0.344
O 2.766 1.441 0.110
O 1.787 0.864 -2.117
O -0.059 2.661 0.256
S 1.667 0.895 -0.667
H -2.324 -1.712 -0.725
H -3.588 -0.775 -1.354
H -2.138 -1.127 -2.503
H -2.799 2.210 0.096
H -3.429 0.627 0.859
H -2.430 1.761 1.756
H -0.100 1.657 2.602
H 0.412 0.094 2.239
H 1.574 1.684 1.935
H 0.258 -1.645 -0.747
H 1.460 -1.597 -2.061
H 1.466 -2.952 -0.806
H 1.598 -1.707 1.460
H 3.438 -1.862 1.033
H 2.766 -0.320 1.524
H -1.945 1.105 -1.751
H -0.597 0.024 -1.658
H -1.071 -0.213 0.876
H 3.024 -0.862 -0.876

## b
32
Properties=species:S:1:pos:R:3 method="wB97M-V/def2-TZVPD" spin_multiplicity=1 smiles="CCCCCCCCOS(N)(=O)=O" gap_ha=0.391
C -0.924 -2.515 -0.866
C -1.256 -1.880 0.509
C -2.404 -0.855 0.712
C -2.334 0.364 -0.267
C -1.007 1.147 -0.638
C -0.433 1.970 0.608
C 0.810 2.678 0.209
C 1.726 1.753 -0.652
H -0.217 -3.254 -0.470
H -0.480 -1.856 -1.653
H -2.008 -2.793 -1.481
H -1.410 -2.742 1.244
H -0.344 -1.207 0.557
H -2.343 -0.496 1.787
H -3.428 -1.112 0.496
H -3.167 1.004 -0.021
H -2.702 0.068 -1.288
H -0.916 1.717 -1.680
H -0.330 0.337 -0.952
H -1.317 2.619 0.973
H -0.294 1.382 1.492
H 0.503 3.753 -0.288
H 1.242 2.865 1.159
H 2.686 2.177 -1.313
H 1.098 1.218 -1.537
H 2.041 -2.320 1.084
H 3.337 -1.270 2.029
N 2.922 -1.530 1.205
O 2.243 0.894 0.514
O 1.684 -1.013 -0.938
O 4.192 -0.531 -0.488
S 2.827 -0.573 -0.043

So which one wins? Going from most stable to least: a, b.

## a
33
Properties=species:S:1:pos:R:3 method="wB97M-V/def2-TZVPD" spin_multiplicity=3 charge=+1 gap_ha="0.234 / 0.323" s2=2.006
C 0.796 -0.358 1.081
C 1.861 1.807 1.294
C 2.025 0.225 1.584
C -0.913 0.714 -0.698
C -1.115 -0.726 -0.108
C -0.370 1.509 0.424
C 1.943 -0.027 3.069
C -2.566 -1.279 -2.020
C -0.171 -2.052 -2.180
C -1.320 -1.776 -1.204
N -0.009 -1.174 0.680
N 0.967 2.038 0.145
O 0.036 0.688 -1.732
O -1.197 2.352 1.206
H 1.346 2.360 1.979
H 2.989 2.157 1.194
H 2.782 -0.388 1.118
H -1.912 1.230 -0.767
H -1.959 -0.848 0.466
H 2.058 -1.100 3.296
H 1.155 0.388 3.555
H 2.738 0.249 3.610
H -3.382 -1.306 -1.458
H -2.813 -2.133 -2.750
H -2.485 -0.274 -2.628
H 0.315 -1.256 -2.613
H -0.567 -2.697 -2.926
H 0.468 -2.620 -1.662
H -1.625 -2.833 -0.758
H 1.237 2.973 -0.092
H 1.197 1.561 -0.661
H -0.353 0.574 -2.567
H -1.155 2.027 2.124

## b
33
Properties=species:S:1:pos:R:3 method="wB97M-V/def2-TZVPD" spin_multiplicity=3 charge=+1 gap_ha="0.219 / 0.256" s2=2.014
C 0.751 1.219 -0.133
C -1.290 1.586 0.626
C 0.042 2.067 0.712
C 0.321 2.330 3.807
C 1.348 -3.800 -0.968
C 0.795 -0.181 -3.103
C -2.466 -0.202 -0.581
C -0.022 3.327 2.617
C 1.561 -2.376 -0.417
C 0.643 -1.038 -1.889
N -0.050 0.346 -0.683
N -1.283 0.565 -0.255
O 0.618 3.096 1.437
O 1.787 -1.414 -1.442
H 1.793 1.087 -0.351
H -2.054 2.056 1.172
H -0.211 2.804 4.731
H -0.072 1.274 3.654
H 1.459 2.356 3.982
H 0.758 -3.777 -1.979
H 2.323 -4.251 -1.318
H 0.832 -4.380 -0.200
H 0.827 -0.794 -3.993
H -0.129 0.595 -3.256
H 1.650 0.547 -2.891
H -2.189 -1.258 -0.973
H -3.203 -0.061 0.265
H -2.948 0.205 -1.397
H 0.254 4.345 2.786
H -1.058 3.249 2.659
H 2.531 -2.250 0.077
H 0.582 -2.130 0.211
H -0.182 -1.691 -1.778

So which one wins? Going from most stable to least: b, a.

## a
49
Properties=species:S:1:pos:R:3 method="wB97M-V/def2-TZVPD" spin_multiplicity=1 charge=+1 gap_ha=0.387
O 2.902 1.378 -0.374
H 2.289 1.135 -1.310
H 3.499 0.538 -0.427
O -5.214 -1.392 0.919
H -3.320 -2.766 0.680
H 1.055 2.948 1.409
O -2.371 -2.858 0.510
H -1.836 -2.312 1.128
H 2.876 -1.923 4.639
O -3.015 2.567 -1.242
H -3.622 1.955 -1.031
H 2.192 0.454 3.410
O -0.751 -0.905 -2.462
H -5.231 -1.868 -0.051
H -1.445 -0.954 -3.215
O 1.180 -0.931 0.917
H 0.468 -1.547 0.846
H 2.277 2.014 0.753
O 2.314 1.695 -4.697
H 3.140 2.162 -4.980
H 2.249 1.101 -5.419
O 0.322 -4.083 0.393
H -3.583 3.287 -1.655
H -0.406 -4.627 0.921
O 2.318 -1.157 4.667
H -1.123 -1.249 -1.642
O 2.108 3.068 1.260
H -0.907 1.735 1.042
H 1.810 3.501 0.374
O -0.751 2.589 1.374
H -1.692 2.824 1.657
H 5.645 -1.142 -1.045
O -3.545 -0.150 -4.072
H 1.217 -0.751 -0.009
H 4.740 -1.770 0.028
O 2.102 0.908 2.561
H 1.601 0.332 2.040
H -4.054 0.465 -3.715
O 4.822 -0.983 -0.662
H -2.999 0.441 -4.637
H 2.472 -0.717 5.375
O -2.901 0.836 4.456
H -2.078 0.493 4.163
H -3.431 0.025 4.224
O 1.474 0.617 -2.400
H 1.819 0.901 -3.280
H -5.841 -1.855 1.491
H 0.813 -4.723 -0.243
H 0.412 0.696 -2.673

## b
49
Properties=species:S:1:pos:R:3 method="wB97M-V/def2-TZVPD" spin_multiplicity=1 charge=+1 gap_ha=0.381
O -2.245 3.031 -0.044
H -2.554 3.366 0.803
H -2.965 2.463 -0.345
O 0.787 2.632 -1.409
H 1.960 2.252 -1.156
H 0.775 3.386 -2.048
O 3.000 1.918 -0.701
H 2.908 0.894 -0.606
H 2.776 2.200 0.205
O -0.647 -2.280 -1.422
H -0.372 -2.213 -2.338
H -2.009 1.583 2.194
O 3.805 0.241 1.643
H 3.654 -0.391 0.913
H 4.276 -0.468 2.116
O -2.389 -0.865 3.342
H -1.710 -1.519 3.516
H -0.195 4.139 -3.858
O 3.487 -0.633 5.236
H 4.043 -0.119 4.640
H 2.874 0.027 5.586
O 0.755 -4.747 -1.550
H -1.095 -3.092 -1.196
H -0.177 -4.844 -1.322
O 2.219 -0.488 -0.895
H 2.239 -0.301 -1.834
O -0.111 4.550 -2.973
H 0.645 -2.714 0.497
H 0.381 5.271 -3.422
O -0.162 -2.414 -4.918
H 0.547 -3.060 -5.042
H 0.357 -1.699 -4.528
O -2.722 0.231 -0.660
H -2.333 -0.146 3.981
H -2.963 -0.354 0.076
O -2.322 1.799 3.078
H -2.394 2.751 3.174
H -3.402 0.156 -1.335
O 1.597 -2.579 0.335
H 1.504 -3.286 -0.371
H 1.809 -1.331 -0.452
O -4.900 -1.587 0.933
H -5.369 -0.762 1.078
H -5.531 -2.284 0.736
O -0.064 1.266 0.222
H -1.001 1.182 -0.087
H 0.373 2.690 -0.497
H 1.118 -5.458 -0.994
H 0.199 0.395 -0.114

So which one wins? Going from most stable to least: b, a.